Record 1
40
Properties=species:S:1:pos:R:3:nbo_charge:R:1 method="wB97M-V/def2-TZVPD" lumo_energy_ha=0.0058 gap_ev=8.490 e_tot_ev=-42449.533 smiles="O=C(Nc1cccc(C(F)(F)F)c1)[C@H](SCCO)c1ccccc1" total_charge=0
O -1.6723 -2.2648 1.8412 -0.6291
C -0.6557 -1.7233 1.1866 0.6995
N 0.5232 -2.2977 0.9610 -0.5955
C 1.6250 -2.0452 0.3641 0.1763
C 2.2479 -3.1154 -0.5766 -0.1850
C 3.3694 -2.7084 -0.9754 -0.2199
C 3.9129 -1.5082 -0.6541 -0.1826
C 3.3457 -0.4514 -0.1068 -0.0574
C 2.1075 -0.7487 0.5317 -0.2932
H 1.7412 -0.1161 1.2951 0.2407
C 3.9764 1.0519 0.2718 1.0046
F 3.9225 1.7297 -0.9447 -0.3212
F 5.3532 0.5265 0.4770 -0.3727
F 3.4933 1.6597 1.2701 -0.2611
H 4.9302 -1.1381 -1.4136 0.2093
H 3.8434 -3.3752 -1.5357 0.2139
H 1.8109 -4.0704 -0.5322 0.2196
H 0.2553 -3.4222 1.3196 0.4159
C -0.8035 -0.2103 0.5361 -0.5360
C -2.3012 -0.0490 0.1345 0.0372
C -3.4396 -0.0332 0.7437 -0.2823
C -4.7630 0.2610 0.4348 -0.1480
C -4.7925 0.4148 -1.0358 -0.2352
C -3.7347 0.2838 -1.7363 -0.2266
C -2.4202 0.2047 -1.6007 -0.1987
H -1.4641 -0.0050 -2.0082 0.2349
H -3.7660 0.1502 -2.9825 0.1831
H -5.7271 0.6179 -1.5554 0.2206
H -5.5920 0.1776 1.0313 0.2236
H -3.2414 -0.1721 1.9729 0.2228
H -0.1217 -0.0537 -0.2033 0.2524
S -0.6038 0.8540 1.8435 0.2633
C -0.7396 2.4905 1.0843 -0.5965
C 0.3583 2.6343 0.0886 -0.1422
H 0.2884 3.7567 -0.1684 0.1694
H 1.3755 2.7976 0.6517 0.2022
O 0.4258 1.9548 -1.2082 -0.6652
H -0.3908 2.1514 -1.2947 0.4479
H -1.7445 2.4545 0.5542 0.2292
H -0.9327 3.3368 1.9387 0.2820


Record 2
41
Properties=species:S:1:pos:R:3:nbo_charge:R:1 method="wB97M-V/def2-TZVPD" lumo_energy_ha=0.0124 gap_ev=8.932 e_tot_ev=-32150.770 smiles=N#Cc1nc(COc2ccc(F)cc2)oc1NCCCn1ccnc1 total_charge=0
N -5.1803 -1.8924 0.4300 -0.3108
C -4.3937 -1.0614 0.3379 0.2608
C -3.3902 -0.1034 0.1719 -0.1771
C -2.3894 -0.1093 -0.7896 0.5265
N -2.1299 -0.9623 -1.8066 -0.5986
H -2.6489 -1.8255 -1.7794 0.4156
C -0.8561 -0.9467 -2.4980 -0.2195
H -0.8861 -1.7327 -3.2531 0.2115
H -0.7547 0.0193 -3.0019 0.2119
C 0.3469 -1.1330 -1.5674 -0.4226
H 1.2609 -1.0672 -2.1584 0.2211
H 0.3678 -0.3149 -0.8452 0.2292
C 0.3239 -2.4581 -0.7953 -0.2106
N 1.2486 -2.4065 0.3033 -0.3435
C 2.5924 -2.5752 0.2586 0.1624
N 3.1528 -2.3648 1.4155 -0.4611
C 2.1412 -2.0344 2.2598 -0.1008
C 0.9537 -2.0464 1.5893 -0.1048
H -0.0489 -1.8474 1.9091 0.2193
H 2.3325 -1.8148 3.2906 0.2092
H 3.1145 -2.8581 -0.6335 0.1964
H 0.5896 -3.2906 -1.4538 0.2094
H -0.6745 -2.6420 -0.3861 0.2075
O -1.6258 0.9810 -0.5961 -0.4256
C -2.1747 1.6100 0.4941 0.4258
N -3.2034 1.0045 0.9655 -0.3737
C -1.4927 2.8073 1.0631 -0.1192
O -0.2223 2.4652 1.5810 -0.5021
C 0.7799 2.1045 0.7223 0.3480
C 1.8112 1.3490 1.2848 -0.2543
C 2.8816 0.9328 0.5202 -0.2649
C 2.9138 1.2787 -0.8196 0.3717
C 1.9155 2.0392 -1.3963 -0.2775
C 0.8438 2.4529 -0.6233 -0.2965
H 0.0675 3.0394 -1.0878 0.2193
H 1.9747 2.3012 -2.4410 0.2298
F 3.9369 0.8518 -1.5923 -0.3283
H 3.6698 0.3320 0.9443 0.2521
H 1.7493 1.0932 2.3299 0.2343
H -2.0748 3.1516 1.9195 0.2394
H -1.4246 3.6123 0.3208 0.1903